(1)
C35H45N3O3PSV | the ωB97M-V functional and the def2-TZVPD basis

Each line ends with the Mulliken spin population.
Geometry (Å):
V -0.0756 0.1324 -0.0742  2.403
C -0.7020 -1.0589 3.2114  0.025
N -1.5404 -0.1431 2.4640  -0.110
C -2.7181 -0.8034 1.9358  0.090
C -1.9855 1.0052 3.2073  0.017
C -2.5425 0.8678 4.4615  0.002
C -3.1280 1.9375 5.1265  0.001
C -3.2318 3.1473 4.4573  0.000
C -2.6607 3.3108 3.2170  0.002
C -1.9305 2.2779 2.5700  0.032
N -1.3027 2.4060 1.3923  -0.010
C -0.7243 3.5619 0.9995  0.012
C -0.3309 4.5981 1.8745  -0.001
C 0.3178 5.7344 1.4394  0.001
C 0.6133 5.9009 0.0986  0.000
C 0.2870 4.8773 -0.7844  0.000
C -0.3407 3.7182 -0.3678  0.028
N -0.5720 2.6306 -1.2504  -0.130
C 0.1793 2.6527 -2.4864  0.015
C -1.9829 2.3878 -1.4859  0.056
H -1.2388 -1.5938 4.0164  0.002
H 0.1211 -0.4978 3.6493  0.003
H -0.2955 -1.7953 2.5161  -0.004
H -3.4274 -1.1029 2.7343  0.005
H -2.4151 -1.6924 1.3858  -0.012
H -3.2309 -0.1175 1.2589  -0.002
H -2.5360 -0.1007 4.9493  0.000
H -3.5218 1.8170 6.1290  0.000
H -3.7709 3.9707 4.9189  0.000
H -2.7707 4.2558 2.6987  0.000
H -0.4955 4.4603 2.9351  0.000
H 0.6077 6.4988 2.1546  0.000
H 1.1159 6.7950 -0.2599  0.000
H 0.5508 5.0088 -1.8267  0.000
H 1.2294 2.8636 -2.2773  0.000
H -0.2031 3.4095 -3.1984  0.001
H 0.0958 1.6693 -2.9519  0.017
H -2.4358 3.1919 -2.1005  0.003
H -2.4903 2.3506 -0.5218  0.013
H -2.1026 1.4318 -1.9998  -0.021
C 0.0151 -1.6548 -0.1356  -0.590
C 0.5489 -2.9175 0.1549  0.236
C 1.6041 -3.0255 1.1109  -0.071
C 2.1564 -4.2328 1.4527  0.032
C 1.7095 -5.4178 0.8689  -0.051
C 0.7155 -5.3437 -0.1001  0.026
C 0.1583 -4.1394 -0.4590  -0.076
H 1.9719 -2.1111 1.5619  0.002
H 2.9543 -4.2675 2.1867  0.001
H 2.1307 -6.3698 1.1631  -0.006
H 0.3731 -6.2571 -0.5822  0.002
H -0.5887 -4.1128 -1.2389  -0.006
S 1.6244 1.2746 1.0687  -0.024
C 3.1450 0.5224 1.3874  0.014
C 3.4279 0.0067 2.6635  0.003
C 4.6942 -0.4188 2.9907  0.003
C 5.7258 -0.3472 2.0618  -0.002
C 5.4560 0.1347 0.7867  0.002
C 4.1884 0.5531 0.4482  -0.015
H 2.6248 -0.0351 3.3880  0.000
H 4.8947 -0.8034 3.9852  0.000
H 6.7259 -0.6656 2.3315  0.000
H 6.2562 0.1922 0.0562  0.000
H 3.9719 0.9299 -0.5444  0.000
C 2.5191 -1.2388 -3.6068  -0.007
C 1.7944 -1.9832 -2.4906  -0.027
O 0.4133 -2.0348 -2.7390  0.026
P -0.5950 -0.9787 -1.9616  0.056
O -0.9758 -0.1048 -3.5179  -0.014
C -1.3115 -0.6763 -4.7411  0.000
C -0.4717 -0.0554 -5.8608  0.000
O -2.0089 -1.8052 -2.2175  0.037
C -2.7408 -2.4696 -1.2257  -0.007
C -3.3336 -3.7575 -1.7920  -0.002
H 3.5935 -1.2800 -3.4390  0.000
H 2.1871 -0.2029 -3.6136  0.000
H 2.2867 -1.6928 -4.5701  0.001
H 1.9840 -1.4898 -1.5212  0.040
H 2.1506 -3.0205 -2.4315  -0.001
H -2.3816 -0.4957 -4.9519  0.000
H -1.1503 -1.7620 -4.7113  0.000
H -0.6326 1.0206 -5.8902  0.000
H -0.7363 -0.4899 -6.8253  0.000
H 0.5821 -0.2287 -5.6661  0.000
H -3.5618 -1.8219 -0.8806  -0.005
H -2.0810 -2.6812 -0.3739  -0.016
H -4.0316 -3.5274 -2.5945  0.000
H -3.8572 -4.2986 -1.0076  0.000
H -2.5401 -4.3828 -2.1931  0.000

The charge is -2. The spin multiplicity is 3. The value obtained for the HOMO energy (spin up / spin down) is -0.904 / -0.939 eV. The orbital gap (spin up / spin down) is 5.60 / 5.64 eV.



(2)
C35H45N3O3PbS | the ωB97M-V functional and the def2-TZVPD basis

Each line ends with the Mulliken charge.
Geometry (Å):
Pb -0.2754 0.7928 0.0494  1.235
C -0.1963 3.9516 -2.4501  -1.482
C 1.0491 3.0707 -2.5428  0.905
C 2.2502 3.8647 -3.0613  -1.646
C 0.8218 1.8402 -3.3982  1.079
C 0.4064 1.9936 -4.7184  -0.270
C 0.2656 0.8999 -5.5539  -1.796
C 0.5634 -0.3676 -5.0769  -0.437
C 0.9693 -0.5646 -3.7632  0.315
C 1.3739 -1.9490 -3.2980  1.055
C 0.3110 -3.0027 -3.5992  -1.312
C 2.7205 -2.3401 -3.9093  -1.704
C 1.0746 0.5496 -2.9167  -0.283
N 1.3773 0.3455 -1.5454  0.765
C 2.6442 0.1224 -1.1834  -0.090
O 3.6565 0.1493 -1.8769  -0.754
C 2.7641 -0.2807 0.2786  -0.079
C 3.9395 -0.7442 0.8436  -0.627
C 3.8825 -1.2703 2.1283  -0.390
C 2.6649 -1.3765 2.7894  -0.639
C 1.5360 -0.8872 2.1544  0.025
N 1.6271 -0.3127 0.9629  0.238
C 0.1271 -1.1302 2.6672  -0.209
O -0.0122 -1.7669 3.7087  -0.777
N -0.8222 -0.6646 1.8473  0.499
C -2.1503 -1.1087 2.0847  -0.248
C -2.5039 -2.3861 1.6078  1.237
C -3.8082 -2.8341 1.7679  -0.498
C -4.7662 -2.0428 2.3807  -1.482
C -4.4042 -0.7984 2.8597  -0.817
C -3.1030 -0.3090 2.7356  1.070
C -2.8657 1.0774 3.3231  0.311
C -3.2187 2.1756 2.3162  -1.188
C -1.5114 1.3445 3.9797  -1.536
C -1.4778 -3.3059 0.9754  1.101
C -1.9687 -3.9322 -0.3276  -1.466
C -1.0566 -4.3904 1.9723  -1.722
H -0.0327 4.7737 -1.7508  0.416
H -1.0648 3.3823 -2.1117  0.214
H -0.4465 4.3885 -3.4185  0.330
H 1.3015 2.7343 -1.5357  -0.014
H 2.0700 4.2199 -4.0781  0.325
H 3.1448 3.2422 -3.0751  0.382
H 2.4401 4.7354 -2.4304  0.448
H 0.2087 2.9875 -5.1016  0.368
H -0.0452 1.0365 -6.5819  0.394
H 0.4949 -1.2179 -5.7451  0.364
H 1.4980 -1.9102 -2.2143  -0.088
H 0.1702 -3.1346 -4.6746  0.331
H -0.6416 -2.7217 -3.1554  0.075
H 0.6056 -3.9693 -3.1865  0.469
H 2.6393 -2.4234 -4.9962  0.329
H 3.0526 -3.3060 -3.5236  0.446
H 3.4802 -1.5935 -3.6794  0.364
H 4.8477 -0.7107 0.2598  0.538
H 4.7836 -1.6424 2.5984  0.436
H 2.5581 -1.8478 3.7552  0.535
H -4.0771 -3.8243 1.4209  0.366
H -5.7783 -2.4047 2.5078  0.393
H -5.1411 -0.1854 3.3670  0.385
H -3.6085 1.1530 4.1244  0.569
H -2.5379 2.1675 1.4636  -0.003
H -3.1475 3.1606 2.7819  0.470
H -4.2340 2.0522 1.9342  0.275
H -0.7472 1.6029 3.2466  0.088
H -1.1575 0.4826 4.5443  0.355
H -1.6061 2.1907 4.6630  0.541
H -0.5987 -2.7045 0.7353  -0.350
H -2.8367 -4.5757 -0.1682  0.344
H -1.1830 -4.5515 -0.7628  0.459
H -2.2308 -3.1613 -1.0538  0.109
H -1.9052 -5.0355 2.2132  0.319
H -0.6896 -3.9489 2.8979  0.374
H -0.2708 -5.0162 1.5448  0.446
O -1.7478 -0.5220 -1.3263  -0.809
S -3.0287 0.1508 -1.8154  0.286
C -3.6192 -0.8934 -3.1704  -0.311
C -5.0896 -1.1659 -2.8852  -0.954
C -5.1637 -1.4624 -1.3876  -0.493
C -4.3718 -0.3550 -0.6990  0.987
H -3.0203 -1.8005 -3.0838  -0.062
H -3.4032 -0.4066 -4.1185  0.571
H -5.4566 -1.9880 -3.4990  0.410
H -5.6920 -0.2855 -3.1253  0.324
H -4.7069 -2.4286 -1.1677  0.153
H -6.1900 -1.4909 -1.0235  0.455
H -3.8824 -0.6588 0.2273  -1.289
H -4.9719 0.5341 -0.5063  0.545

The value obtained for the HOMO energy is -8.183 eV. The orbital gap is 8.23 eV.